Entry from the Open Molecules 2025 dataset: C4H6Cl2S as an isolated structure at a distorted geometry (ωB97M-V/def2-TZVPD).

Energy, eV: -40122.3910
Orbital gap, eV: 8.744
E_LUMO, hartree: 0.0081
F_max, Eh/bohr: 0.0831

Cartesian coordinates (Å):
H 1.4267 -1.4708 -0.3853
H -0.9312 2.4583 -0.7870
H -1.8462 -2.2177 -0.6288
Cl 1.5413 -0.4742 1.6893
S -1.3296 0.3818 0.5004
H -0.9990 2.7065 1.3428
H -0.0480 -2.6541 -1.1154
Cl 2.2125 0.6541 -0.7200
C -0.7691 -1.9138 -0.6218
H 0.4417 1.7863 0.6368
C 1.1147 -0.5758 0.0638
C -0.5574 2.0068 0.2903
C -0.2564 -0.6873 -0.2652

Cartesian forces (eV/Å) of the 6 atoms listed first:
1.64 -1.24 -0.06
1.79 -0.81 3.02
1.12 0.78 -0.03
0.00 -0.37 2.40
-2.27 1.32 0.72
1.02 -2.01 -3.63



Entry from the Open Molecules 2025 dataset: a 2-piece molecular cluster, C4H6Cl3O2S overall at a distorted geometry (ωB97M-V/def2-TZVPD).

Energy, eV: -56741.0314
Orbital gap, eV: 7.367
Charge: -1
E_LUMO, hartree: 0.1234
F_max, Eh/bohr: 0.0537

Cartesian coordinates (Å):
H -1.1994 0.1417 1.2956
H 0.9383 1.5800 -1.1962
C -1.4367 -1.9262 -1.1814
C -0.5814 1.0434 1.2233
Cl -1.2093 -3.4364 -0.1281
Cl -2.9824 -1.3203 -0.6933
S 0.5520 -1.1916 0.0623
H 2.5133 1.3188 -0.1540
C 0.6949 0.5871 0.6099
H 1.6607 2.6204 0.2063
O 1.4430 -0.3433 1.3698
H -1.3108 1.5236 0.5559
O 1.4722 -1.3309 -1.0705
Cl -1.6281 -2.6112 -2.8177
C 1.4678 1.6021 -0.1994
H -0.3941 1.7427 2.1173

Cartesian forces (eV/Å) of the 6 atoms listed first:
0.16 -0.01 1.65
1.26 0.49 0.67
0.99 -1.00 0.27
-0.98 0.65 0.63
-0.17 -0.63 0.08
-1.49 0.95 0.40



Entry from the Open Molecules 2025 dataset: C4H6Cl3P as an isolated structure at a distorted geometry (ωB97M-V/def2-TZVPD).

Energy, eV: -51100.4004
Orbital gap, eV: 8.942
E_LUMO, hartree: -0.0242
F_max, Eh/bohr: 0.0781

Cartesian coordinates (Å):
C 0.4249 -1.1730 -0.0153
C -1.0422 -0.8067 -0.1030
Cl -2.5029 1.7794 -0.0070
Cl -2.0922 -1.8675 -0.8649
H 0.3029 2.1024 0.4341
C 1.2738 0.1749 0.2384
H 0.6805 -1.9738 0.7059
P -1.2347 0.7854 -1.0902
H 1.4154 0.2603 1.4277
Cl -1.7413 -0.7147 1.9773
H 0.7385 -1.7605 -0.9108
H 1.0214 1.6922 -1.1987
H 2.2720 0.0740 -0.2359
C 0.4838 1.4276 -0.3575

Cartesian forces (eV/Å) of the 6 atoms listed first:
1.24 -0.07 0.12
0.32 0.83 2.08
-1.61 1.27 0.99
-1.02 -1.84 -0.33
-0.06 1.24 0.29
-0.93 -0.92 1.66



Entry from the Open Molecules 2025 dataset: C4H6Cl3P as an isolated structure at a distorted geometry (ωB97M-V/def2-TZVPD).

Energy, eV: -51098.4256
Orbital gap (alpha / beta), eV: 8.001 / 8.630
Expectation value of S²: 2.0064
E_LUMO (alpha / beta), hartree: 0.0275 / -0.0619
F_max, Eh/bohr: 0.0689
2S+1: 3

Cartesian coordinates (Å):
Cl 2.1255 -2.0131 1.0865
H -0.1505 0.5126 2.0390
C -0.1606 0.7611 0.9921
H -0.5302 -1.2269 0.4757
C 2.2143 -0.6282 -0.0287
H -1.1625 -0.0301 -0.6317
P 2.7445 0.6757 1.1563
C 0.9751 -0.3335 -0.8799
C -0.2392 -0.2814 0.0127
H 0.0182 1.8214 0.6978
H 1.0268 0.7091 -1.1952
Cl 2.8178 2.1715 -0.0635
Cl 3.6442 -0.9652 -1.1869
H 0.7160 -0.8310 -1.7256

Cartesian forces (eV/Å) of the 6 atoms listed first:
-0.38 -0.30 -0.18
-0.01 0.20 0.22
-0.34 1.95 1.14
0.42 -0.11 -0.07
0.77 -0.56 -1.60
1.25 -0.39 0.36



Entry from the Open Molecules 2025 dataset: a 2-piece molecular cluster, C4H6Cl4NP overall at a distorted geometry (ωB97M-V/def2-TZVPD).

Energy, eV: -65112.1195
Orbital gap, eV: 7.899
E_LUMO, hartree: -0.0321
Structure (SMILES): C=C(Cl)P(Cl)/N=C(/C)Cl.Cl
F_max, Eh/bohr: 0.0830

Cartesian coordinates (Å):
H 1.4062 2.5571 0.6339
H -1.1677 -2.5509 1.2281
C -0.5852 -2.1931 -0.7053
C -0.6737 -2.9210 0.4037
H 0.0637 2.9846 1.3483
N -0.8341 0.3430 0.0675
Cl 0.2961 -2.2819 -2.0952
H 0.8540 1.4178 1.7362
H 3.6297 0.4675 -1.2947
Cl -3.6630 0.2015 -0.0623
H 0.1414 -3.6053 0.7527
C 0.5037 2.1614 0.9264
P -1.7282 -0.5859 -1.0063
Cl -0.7532 2.5042 -1.4407
C -0.3078 1.4727 -0.0989
Cl 2.8183 0.0283 -0.3933

Cartesian forces (eV/Å) of the 6 atoms listed first:
2.11 0.72 -1.68
-1.76 0.81 1.34
-3.40 1.13 2.33
3.60 -0.67 -0.91
-1.86 1.79 1.14
1.38 0.29 0.40



Entry from the Open Molecules 2025 dataset: an isolated ion of composition C4H6ClFN3 and charge +1 at a distorted geometry (ωB97M-V/def2-TZVPD).

Energy, eV: -23946.4685
Orbital gap, eV: 8.387
Charge: +1
E_LUMO, hartree: -0.1840
Structure (SMILES): [H]/N=C(\N)CC=[N+]=C(F)Cl
F_max, Eh/bohr: 0.1066

Cartesian coordinates (Å):
C -0.8990 0.9233 0.4957
Cl 2.4381 -2.4967 -2.7583
N -1.4987 0.2077 -0.3297
H -2.4771 0.2186 -0.4198
H -2.3703 2.1314 1.1362
C 0.7187 0.6744 0.4761
H -1.0695 2.3009 2.1454
H 1.1764 1.0212 1.4282
C 0.9749 -0.7341 0.2672
F -0.1012 -2.5744 -2.0894
H 1.0312 1.2674 -0.2428
H 1.3109 -1.2776 1.1169
N 1.1339 -1.3323 -0.8210
C 1.0858 -2.1017 -1.7902
N -1.4543 1.7720 1.3855

Cartesian forces (eV/Å) of the 6 atoms listed first:
1.46 -0.75 0.74
-1.11 0.13 0.51
1.46 -1.09 -1.33
-1.47 0.43 0.19
0.15 -0.39 0.04
-3.28 -0.49 4.37



Entry from the Open Molecules 2025 dataset: a 2-piece molecular cluster, C4H6ClFO2S overall at a distorted geometry (ωB97M-V/def2-TZVPD).

Energy, eV: -34413.7132
Orbital gap, eV: 7.950
E_LUMO, hartree: -0.0699
Structure (SMILES): O=C(O)C=S.FCCCl
F_max, Eh/bohr: 0.0499

Cartesian coordinates (Å):
H -0.2221 1.5813 1.1860
H -1.4993 -1.4383 0.3276
H 1.2476 -0.1682 -1.6359
H 0.2474 -1.2413 0.3953
C -1.5276 0.7477 0.1346
C 1.3116 0.2897 -0.6476
S -3.2393 -0.9225 -1.1992
Cl 2.8386 1.2066 -0.5740
C 1.2417 -0.7750 0.4220
F 2.1912 -1.7462 0.1897
C -2.0301 -0.6371 -0.1881
H 0.4914 0.9993 -0.5267
H 1.4109 -0.3443 1.4142
O -0.5085 0.6686 1.0116
O -1.9534 1.7799 -0.3096

Cartesian forces (eV/Å) of the 6 atoms listed first:
-0.09 -0.02 0.19
-0.35 0.06 -0.05
0.13 0.02 0.05
0.84 -0.14 0.01
-0.91 0.26 -0.03
0.17 -0.01 -0.72



Entry from the Open Molecules 2025 dataset: a 2-piece molecular cluster, C4H6ClN overall at a distorted geometry (ωB97M-V/def2-TZVPD).

Energy, eV: -18250.9749
Orbital gap, eV: 7.454
E_LUMO, hartree: -0.0053
F_max, Eh/bohr: 0.0502

Cartesian coordinates (Å):
N 1.0584 -2.1951 -0.8808
H -0.0199 1.0062 2.4105
C 0.1670 0.7483 1.3839
Cl 2.6448 -2.1282 -0.3929
H -0.0235 0.5561 -1.3990
C -1.0065 0.5869 0.6115
H -1.9293 0.2126 -1.1944
H 0.3993 -0.3714 1.3880
H 1.0254 1.3586 1.0864
H -1.2432 1.7917 -0.9265
C -0.0420 -2.3119 -1.2224
C -1.0306 0.7461 -0.8644

Cartesian forces (eV/Å) of the 6 atoms listed first:
2.47 0.09 0.76
-0.29 -0.18 0.62
1.13 -0.40 0.33
-1.14 0.00 -0.35
-1.60 0.18 0.41
-1.66 0.02 -0.66